No. 1
Computed, not measured: a structure of composition C15H12GaI2LaN2O10S, with ωB97M-V/def2-TZVPD.

Geometry as XYZ:
```
44
C15H12GaI2LaN2O10S (ωB97M-V/def2-TZVPD)
I 1.14676 -3.58819 -1.38694
I 1.48479 3.81230 -1.39950
La 0.08554 1.32337 -0.98775
Ga -0.14128 -1.57212 -1.15383
S 1.10018 -0.17441 -2.90816
C -1.75763 -1.85136 -2.36850
C -1.36174 -1.91292 0.37284
C 0.41826 0.00171 -4.55272
C 1.26617 1.11911 -5.15816
C -1.07728 0.28990 -4.73780
C 0.81375 -1.38239 -5.06524
C -1.26875 2.10869 0.66281
C -1.90842 2.12095 -2.21136
O -1.95116 -2.43963 1.22350
O -2.58097 -2.32925 -3.06931
O -1.75797 2.55439 1.58444
O -2.68111 2.67517 -2.84027
H 1.01685 1.20194 -6.21630
H 2.32959 0.88752 -5.04586
H 1.06986 2.07962 -4.66494
H -1.43150 -0.33530 -5.57649
H -1.23874 1.34399 -5.01248
H -1.70343 0.04133 -3.87205
H 0.58687 -1.41786 -6.12656
H 0.26815 -2.17629 -4.54355
H 1.88571 -1.54046 -4.90762
O 1.58911 -1.87407 1.48478
C 1.04949 -0.79253 1.64320
O 0.70288 -0.00450 0.64789
C 0.80102 -0.29292 3.05671
C -0.10329 0.73892 3.40372
C -0.43873 1.03013 4.77042
C 0.11491 0.29262 5.83045
C 0.99996 -0.73417 5.47483
C 1.33523 -1.03989 4.12384
N 1.57171 -1.54323 6.60388
O 1.22106 -1.18925 7.74477
O 2.33052 -2.46843 6.27122
N -1.45049 2.09672 5.08410
O -1.94925 2.68297 4.10681
O -1.66688 2.28543 6.29460
H -0.56914 1.32425 2.63256
H -0.15504 0.51738 6.86289
H 2.00443 -1.86922 3.92513
```

Properties
net charge	+4
highest occupied orbital energy (alpha / beta)	-20.7 / -20.8	eV
energy above the lowest of the compared OMol25 structures with the same formula, charge and spin	100.28	kcal/mol
Kohn-Sham gap (alpha / beta)	3.99 / 4.54	eV
E	-4388.6233	hartree

***

No. 2
Computed, not measured: a cluster of 3 separate species, C16H23FN3O4S in total, with ωB97M-V/def2-TZVPD.

Geometry as XYZ:
```
48
C16H23FN3O4S (ωB97M-V/def2-TZVPD)
N 1.88302 1.29851 -0.84134
C 0.70664 2.03200 -0.35360
C -0.58085 1.20515 -0.41084
C -0.85810 0.39192 -1.48924
N -1.97179 -0.34102 -1.49893
F -2.18416 -1.09614 -2.59239
C -2.86492 -0.38462 -0.52530
C -2.66264 0.40284 0.58783
C -1.53414 1.20636 0.62146
C -1.31879 2.10212 1.82698
O -1.28498 1.68428 2.92801
O -1.17710 3.44058 1.53247
N -2.23663 3.76776 0.60589
C -1.85310 4.44424 -0.35600
S -1.59426 5.03239 -1.75752
H 1.85941 0.39226 -0.38372
H 1.78728 1.13357 -1.83868
H 0.90033 2.24047 0.69828
H 0.59939 2.98100 -0.87231
H -0.20640 0.31996 -2.34709
H -3.74318 -1.00988 -0.58870
H -3.38204 0.40242 1.39135
C 4.14735 3.76891 2.94441
C 4.75400 2.49274 3.51726
C 3.68337 1.46390 3.18972
O 3.05348 1.90470 1.97736
C 3.45923 3.24943 1.69145
H 4.87908 4.54608 2.73189
H 3.40916 4.17609 3.63918
H 5.68039 2.25214 2.99131
H 4.97259 2.54951 4.58181
H 2.92230 1.41763 3.97537
H 4.08940 0.46304 3.04119
H 4.14633 3.22570 0.83997
H 2.58412 3.84157 1.41380
C -2.44499 -4.37653 -3.10126
C -2.31411 -5.89461 -3.14833
C -1.69763 -6.19440 -1.78948
O -2.18171 -5.18324 -0.89431
C -2.80826 -4.14793 -1.64007
H -3.18704 -3.97631 -3.79153
H -1.48125 -3.91202 -3.32855
H -3.30298 -6.35141 -3.22252
H -1.70933 -6.25784 -3.97678
H -0.60572 -6.12879 -1.82386
H -1.97301 -7.17573 -1.40579
H -3.89162 -4.21843 -1.48513
H -2.46616 -3.18033 -1.26368
```

Properties
net charge	+1
highest occupied orbital energy	-11.7	eV
energy above the lowest of the compared OMol25 structures with the same formula, charge and spin	96.16	kcal/mol
Kohn-Sham gap	6.76	eV
E	-1586.2967	hartree

***

No. 3
Computed, not measured: the molecule C10H18N4O5, with ωB97M-V/def2-TZVPD.

Geometry as XYZ:
```
37
C10H18N4O5 (ωB97M-V/def2-TZVPD)
N -4.21479 -0.44737 0.06163
C -4.09349 -0.72249 -1.30025
O -4.98473 -1.28572 -1.94767
C -2.70840 0.06280 -1.75664
C -1.36010 -0.57260 -1.15610
C -0.53376 0.59623 -0.97271
N 0.76437 0.08524 -0.76211
C 1.91529 0.75148 -0.78760
O 1.99102 1.95664 -1.04214
C 3.02849 -0.25130 -0.48148
N 4.17045 0.17850 -1.36588
C 3.44897 -0.46080 0.91193
C 2.22514 -0.00888 1.74409
C 1.29614 -1.15111 2.01600
N 0.34057 -1.11912 2.91423
O 1.15996 -2.08571 1.13095
C -0.90838 1.37956 0.47707
O -1.61624 0.72834 1.25209
O -0.31262 2.57472 0.74136
H -4.84570 -1.14608 0.63596
H -3.48218 -0.16244 0.75490
H -2.57367 -0.05962 -2.86450
H -2.67712 1.01120 -1.25258
H -0.78847 -1.19728 -1.99297
H -1.40549 -1.19829 -0.28664
H -0.44574 1.34120 -1.78534
H 0.70877 -0.97135 -0.85694
H 2.62431 -1.11095 -0.99237
H 4.00563 -0.34926 -2.23637
H 5.06837 -0.17857 -1.03216
H 4.50123 0.15994 1.16271
H 3.78376 -1.65643 1.10537
H 2.52251 0.38719 2.77604
H 1.60576 0.96861 1.43754
H -0.26468 -1.98953 2.71708
H 0.01453 -0.30845 3.42014
H 0.46545 2.73593 0.11237
```

Properties
highest occupied orbital energy	-9.7	eV
SMILES string	NC(=O)CC[C@H](NC(=O)[C@@H](N)CCC(N)=O)C(=O)O
energy above the lowest of the compared OMol25 structures with the same formula, charge and spin	108.68	kcal/mol
Kohn-Sham gap	10.16	eV
E	-987.0096	hartree